Run a
DFT (wB97M-V/def2-TZVPD) results for 14 unconnected molecules or ions with the total composition C34H96O14.

Atoms and positions in Å:
C 4.30500 0.34830 1.01093
C 3.80736 0.26598 2.46480
C 3.16496 -1.13577 2.82307
O 4.92496 0.50875 3.29747
H 5.12412 -0.36239 0.90102
H 4.69245 1.33481 0.75642
H 3.47915 0.21305 0.31253
H 3.04676 1.01704 2.67808
H 2.55962 -1.04718 3.72519
H 3.90642 -1.88690 3.09538
H 2.52017 -1.48427 2.01629
H 4.57511 0.38643 4.18305
C -3.60804 -1.90686 -3.90176
C -2.76765 -0.89056 -3.16563
C -2.81347 0.58917 -3.72012
O -3.17006 -0.97667 -1.77719
H -3.37063 -2.93350 -3.62293
H -3.50035 -1.83229 -4.98386
H -4.63112 -1.58005 -3.71577
H -1.70475 -1.12804 -3.20967
H -3.68023 1.14215 -3.35813
H -2.95913 0.54667 -4.79951
H -1.98662 1.27712 -3.54365
H -2.38915 -0.99250 -1.21904
C 5.14233 -4.41742 -0.79585
C 4.11649 -3.45656 -0.24626
C 3.71231 -2.32941 -1.23684
O 2.89810 -4.19629 -0.16627
H 6.03345 -4.02834 -1.28841
H 4.73333 -4.95016 -1.65434
H 5.31408 -5.22184 -0.08065
H 4.54006 -2.91861 0.60186
H 3.15100 -1.57701 -0.68285
H 3.23624 -2.65372 -2.16219
H 4.53881 -1.69210 -1.55123
H 2.67614 -4.63767 -0.98938
C 1.18134 5.48892 -4.62845
C 1.38201 4.28941 -3.73489
C 0.11230 4.01629 -2.88725
O 1.59673 3.14164 -4.46845
H 2.13833 5.67075 -5.11754
H 0.91608 6.44788 -4.18331
H 0.37899 5.17229 -5.29486
H 2.20468 4.49988 -3.05150
H -0.71601 3.83158 -3.57126
H -0.24503 4.88829 -2.33950
H 0.17340 3.19987 -2.16763
H 2.54582 3.11431 -4.61012
C -1.03931 1.58385 5.81038
C -0.60439 2.28590 4.55732
C -0.41685 3.77029 4.94542
O 0.62439 1.90897 4.12827
H -1.20023 0.50865 5.73198
H -1.97992 1.92073 6.24612
H -0.38103 1.74812 6.66348
H -1.42163 2.24543 3.83719
H -1.33533 4.21718 5.32597
H 0.12034 4.32853 4.17869
H 0.17982 3.90290 5.84791
H 1.04283 1.56954 4.92281
C -4.66235 -2.53701 2.57741
C -3.20528 -2.91419 2.39433
C -2.20789 -2.37322 3.44196
O -3.09114 -4.36598 2.44201
H -4.94353 -2.33719 3.61139
H -5.23873 -3.38091 2.19834
H -5.00258 -1.67756 1.99976
H -2.72479 -2.48113 1.51701
H -2.20389 -1.28411 3.39803
H -1.17973 -2.73490 3.45504
H -2.50516 -2.58177 4.46969
H -3.97194 -4.74384 2.38735
C 1.82324 -4.99398 -5.29426
C 1.86425 -4.55637 -3.87684
C 0.70144 -3.68541 -3.44705
O 1.89859 -5.63869 -2.98799
H 1.75742 -4.28469 -6.11930
H 1.03742 -5.74106 -5.40574
H 2.80736 -5.46167 -5.32398
H 2.71084 -3.87278 -3.81278
H 0.72977 -2.69365 -3.89836
H 0.70409 -3.41758 -2.39047
H -0.24002 -4.19807 -3.64432
H 1.13826 -6.20043 -3.15517
C 4.04551 0.10808 -4.85960
C 5.12395 0.61578 -3.87020
C 4.50036 1.12203 -2.58952
O 5.86920 -0.48093 -3.42865
H 3.49147 -0.69177 -4.36828
H 4.49857 -0.19676 -5.80296
H 3.32801 0.88008 -5.13761
H 5.76559 1.43823 -4.18641
H 3.73301 0.51624 -2.10755
H 3.94125 2.01971 -2.85345
H 5.16879 1.29540 -1.74616
H 6.42660 -0.17110 -2.71107
C 0.44374 0.73808 -0.82443
C -0.41767 0.10928 0.32741
C -1.57747 1.14042 0.66228
O -0.98854 -0.95427 -0.32416
H -0.06430 0.66580 -1.78608
H 1.46594 0.35983 -0.81351
H 0.51553 1.79791 -0.58007
H 0.06999 -0.11924 1.27507
H -2.05203 1.62079 -0.19337
H -1.09921 1.96575 1.18975
H -2.38081 0.66698 1.22672
H -0.32370 -1.64642 -0.30110
C -4.19335 1.46010 3.50502
C -5.41344 1.70218 4.33930
C -6.40790 0.54353 4.11377
O -5.03050 1.77415 5.68064
H -4.42896 1.12228 2.49583
H -3.57890 0.61316 3.81035
H -3.45352 2.25925 3.55101
H -5.82694 2.67734 4.08198
H -7.37307 0.76982 4.56691
H -6.12919 -0.45157 4.46045
H -6.66319 0.35349 3.07127
H -5.78979 2.04198 6.20348
C -1.02432 5.16707 0.16345
O 0.32038 5.56645 0.42512
H -1.41623 5.66231 -0.72494
H -1.04981 4.09050 -0.00522
H -1.58010 5.51023 1.03607
H 0.71640 4.90006 0.99140
C 2.65749 4.33821 2.70456
O 1.84051 3.61688 1.82563
H 2.17808 5.31629 2.74494
H 2.54711 3.84421 3.66990
H 3.72638 4.42966 2.51163
H 1.10702 3.28139 2.34624
C -6.20910 -0.55884 -0.63237
O -5.43135 0.50776 -0.13659
H -7.25301 -0.41570 -0.35332
H -6.11673 -0.69120 -1.71035
H -5.74304 -1.48800 -0.30442
H -4.53038 0.28832 -0.38503
C -0.51454 -4.10929 0.53895
O 0.50649 -3.14950 0.34865
H -1.54145 -3.75737 0.44036
H -0.25186 -4.92271 -0.13739
H -0.38338 -4.53363 1.53436
H 1.38021 -3.54711 0.35993

Total charge: 0
E_HOMO (eV): -9.71
Frontier orbital gap (eV): 10.1

These are the Mulliken partial charges, in e, on atoms 1 to 99: -1.097, 1.379, -1.249, -0.662, 0.373, 0.514, 0.010, -0.529, 0.487, 0.436, -0.001, 0.399, -1.519, 1.465, -1.423, -0.197, 0.307, 0.446, 0.256, -0.253, 0.275, 0.442, 0.222, 0.142, -1.479, 0.476, 0.850, -0.731, 0.379, 0.338, 0.360, 0.096, -0.638, -0.709, 0.526, 0.253, -1.472, 0.727, -0.598, -0.550, 0.362, 0.355, 0.338, 0.320, 0.377, 0.275, -0.318, 0.282, -1.641, 1.656, -1.395, -0.082, 0.313, 0.374, 0.535, -0.868, 0.456, 0.207, 0.344, 0.231, -0.934, 2.141, -1.358, -0.568, 0.170, 0.546, -0.075, -1.038, 0.006, 0.368, 0.467, 0.332, -1.632, 0.650, -0.954, -0.558, 0.341, 0.367, 0.387, 0.093, 0.408, 0.091, 0.528, 0.372, -0.820, 0.521, -0.772, -0.538, -0.025, 0.378, 0.184, 0.307, -0.056, 0.116, 0.445, 0.330, -0.649, 0.980, -0.858



Run b
DFT (wB97M-V/def2-TZVPD) results for 14 unconnected molecules or ions with the total composition C34H96O14.

Atoms and positions in Å:
C 2.80347 -3.77491 -0.89969
O 1.48783 -4.28654 -1.14569
H 3.09589 -4.06246 0.08602
H 3.58712 -4.32268 -1.45425
H 2.93338 -2.72971 -1.07103
H 1.02016 -4.14215 -0.29776
C 2.88433 -2.80651 3.94641
O 1.79690 -2.10356 3.43481
H 2.41347 -3.70030 4.35405
H 3.63291 -2.95106 3.17436
H 3.34307 -2.31060 4.83061
H 2.01066 -1.35807 2.87047
C 8.27249 0.47634 -4.00337
O 7.81671 1.72833 -4.40877
H 8.44911 -0.05710 -4.95014
H 9.20736 0.60686 -3.43094
H 7.58293 -0.16693 -3.44327
H 7.12774 2.02048 -3.80382
C 1.35136 4.90693 -0.58173
O 0.42558 4.15855 0.23266
H 0.94170 4.98015 -1.58825
H 1.52656 5.90928 -0.21912
H 2.34065 4.40489 -0.62960
H 0.47219 4.44148 1.13423
C -5.76384 -2.48631 0.52207
C -5.48847 -1.10722 0.02577
C -4.58328 -0.33733 1.01714
O -4.73448 -1.25730 -1.15415
H -4.82495 -3.03365 0.51243
H -6.39425 -2.91292 -0.19474
H -6.18250 -2.55197 1.56543
H -6.42356 -0.50859 -0.06283
H -4.32834 0.64371 0.69443
H -3.73443 -0.92601 1.16013
H -5.12226 -0.17711 1.99209
H -4.68221 -0.51914 -1.71543
C 6.74833 2.80967 1.01228
C 6.40809 1.80537 -0.15870
C 4.98329 1.94714 -0.61603
O 7.37229 1.99461 -1.17997
H 6.53452 3.82187 0.65582
H 7.83657 2.70346 1.25619
H 6.14847 2.60143 1.92703
H 6.50951 0.75950 0.10740
H 4.60322 2.98391 -0.77959
H 4.29458 1.34564 0.02864
H 4.99546 1.39003 -1.60476
H 8.26399 2.01637 -0.79162
C -3.67894 3.72235 4.56399
C -2.54224 3.07484 3.77725
C -1.50813 4.11681 3.55212
O -1.96406 2.07569 4.67931
H -4.32987 4.35379 3.95301
H -3.30042 4.34876 5.38685
H -4.20649 2.91336 5.07890
H -3.03910 2.66480 2.90839
H -0.93214 4.21368 4.48481
H -1.94214 5.07667 3.27475
H -0.78574 3.87372 2.81140
H -2.64219 1.38951 4.72398
C -2.20263 0.74166 -5.17494
C -2.80880 1.12184 -3.73317
C -3.54939 2.43039 -3.81432
O -3.67351 0.17997 -3.15143
H -1.58323 -0.18340 -5.00459
H -1.58999 1.55549 -5.61468
H -3.01114 0.48641 -5.83690
H -1.96072 1.06654 -3.03455
H -4.30859 2.50445 -4.61008
H -2.84228 3.22239 -4.10241
H -4.05990 2.76048 -2.90472
H -3.61916 -0.71449 -3.61940
C 2.82917 4.46958 -5.33359
C 1.57451 3.60047 -5.20374
C 1.87503 2.22352 -4.63714
O 0.57639 4.33795 -4.44981
H 3.67513 3.84722 -5.58417
H 3.12145 4.87679 -4.29926
H 2.74346 5.31380 -6.01058
H 1.20384 3.47870 -6.21550
H 1.99819 2.20344 -3.56540
H 2.83600 1.89821 -4.97927
H 1.25993 1.43432 -5.01939
H -0.14497 3.69070 -4.27358
C -1.82295 -3.29710 -3.31511
C -2.87551 -3.38605 -4.37237
C -4.05458 -4.14206 -3.84718
O -3.46241 -2.08423 -4.63258
H -2.16460 -2.64112 -2.48670
H -0.89540 -2.78229 -3.74489
H -1.53783 -4.26554 -2.98198
H -2.45513 -3.81250 -5.32204
H -4.41016 -3.75980 -2.89349
H -3.79756 -5.19840 -3.69033
H -4.81299 -4.31705 -4.53848
H -3.01958 -1.66788 -5.40296
C -2.24140 -2.42813 5.97997
C -2.31829 -1.11741 5.13297
C -2.03569 -1.31982 3.66422
O -3.55641 -0.50574 5.41826
H -2.38418 -2.34145 7.03152
H -1.33935 -3.00960 5.81908
H -3.02912 -3.03284 5.54073
H -1.53025 -0.44251 5.52284
H -2.22451 -0.37557 3.16059
H -2.70623 -2.05677 3.20023
H -0.98708 -1.55210 3.63901
H -4.30863 -1.11130 5.31908
C -2.02687 -3.84822 1.32276
C -0.95186 -4.57778 2.02633
C -1.03479 -6.09990 1.85848
O 0.34075 -4.14372 1.58460
H -1.93696 -3.98987 0.19547
H -1.85741 -2.77768 1.52081
H -3.06797 -4.19275 1.65133
H -1.00500 -4.32977 3.10444
H -0.36395 -6.67071 2.55077
H -0.83749 -6.33262 0.80949
H -2.07749 -6.40744 2.02062
H 0.63291 -3.35833 2.09785
C 0.97333 1.07053 3.48851
C 2.25725 1.35680 2.73646
C 3.49903 1.31427 3.74604
O 2.36378 0.20389 1.87653
H 0.95508 0.25044 4.23440
H 0.19672 1.01010 2.79702
H 0.67833 1.92203 4.09526
H 2.27365 2.25387 2.12589
H 3.11988 1.86784 4.65428
H 4.39606 1.85997 3.43528
H 3.84263 0.26770 3.84859
H 1.76176 0.21987 1.12615
C 0.26352 -1.00479 -1.22270
C -0.33070 0.33885 -0.78894
C -1.39059 0.11048 0.21684
O 0.78879 1.09760 -0.22396
H 0.84355 -1.41355 -0.46126
H 1.02356 -0.92917 -2.10832
H -0.44305 -1.79029 -1.50694
H -0.81784 0.87891 -1.63595
H -1.15864 -0.65684 0.91238
H -2.31492 -0.22469 -0.29377
H -1.63403 1.09097 0.75704
H 0.58221 2.04505 -0.12949

Total charge: 0
E_HOMO (eV): -9.71
Frontier orbital gap (eV): 10.2

These are the Mulliken partial charges, in e, on atoms 1 to 99: -0.663, -0.483, 0.208, 0.323, 0.268, 0.377, -0.908, -0.207, 0.276, 0.325, 0.282, 0.334, -0.510, -0.507, 0.265, 0.195, 0.236, 0.302, -0.434, -0.434, 0.192, 0.424, 0.022, 0.201, -1.402, 0.530, -0.370, -0.183, 0.059, 0.509, 0.329, 0.242, 0.374, -0.510, 0.451, 0.289, -0.959, 0.418, -0.812, -0.457, 0.323, 0.392, 0.051, 0.178, 0.215, 0.106, 0.250, 0.272, -1.545, 1.240, -0.814, -0.502, 0.405, 0.302, 0.400, -0.036, 0.363, 0.475, -0.409, 0.092, -1.433, 2.482, -1.387, -0.613, 0.218, 0.358, 0.418, -1.229, 0.325, 0.294, 0.372, 0.382, -1.406, 0.780, -1.355, -0.528, 0.393, 0.239, 0.349, 0.157, 0.287, 0.466, 0.366, 0.260, -0.515, 0.457, -1.672, -0.690, -0.419, 0.243, 0.618, 0.380, 0.200, 0.440, 0.501, 0.258, -1.539, 0.013, 0.523



Stability, lowest: run a



Run a
DFT (wB97M-V/def2-TZVPD) results for 2 unconnected molecules or ions with the total composition C2H8S2.

Atoms and positions in Å:
C -3.49832 0.08500 -0.04926
H -3.78314 0.75362 0.76939
H -4.37431 -0.19069 -0.62695
H -2.76742 0.63372 -0.64427
H -3.01349 -0.84528 0.25132
C 1.80800 -0.07625 -0.39996
S 2.73772 1.36970 0.16515
S 4.30605 0.40311 1.21456
H 2.34648 -0.49210 -1.29287
H 1.70666 -1.07026 0.03366
H 0.76757 0.24198 -0.56099
H 3.76420 -0.81257 1.14022

SMILES string: CSS.C
Total charge: 0
E_HOMO (eV): -8.24
Frontier orbital gap (eV): 8.7

Charges in e, computed with natural (NBO), in the same order as the atoms: -0.851, 0.216, 0.214, 0.210, 0.212, -0.792, 0.110, -0.147, 0.222, 0.236, 0.240, 0.131



Run b
DFT (wB97M-V/def2-TZVPD) results for 2 unconnected molecules or ions with the total composition C2H8S2.

Atoms and positions in Å:
S 2.20748 -1.02844 -0.10377
H 1.43473 0.17619 0.10707
H 2.36053 -0.58206 -1.38066
C -1.80998 0.37127 -1.27648
S -0.98921 -0.05246 0.26731
C -0.75758 1.48424 1.15690
H -2.15661 -0.54684 -1.94417
H -2.65179 0.97433 -0.94798
H -0.96525 0.79357 -1.85371
H -0.92172 1.27956 2.25764
H -1.51067 2.23665 0.77146
H 0.32383 1.82992 1.09110

SMILES string: CSC.S
Total charge: 0
E_HOMO (eV): -8.22
Frontier orbital gap (eV): 9.0

Charges in e, computed with natural (NBO), in the same order as the atoms: -0.312, 0.155, 0.137, -0.763, 0.180, -0.773, 0.250, 0.225, 0.221, 0.239, 0.230, 0.210



Run c
DFT (wB97M-V/def2-TZVPD) results for 2 unconnected molecules or ions with the total composition C2H8S2.

Atoms and positions in Å:
C -3.41832 -0.11542 -0.57603
H -3.94202 0.64272 0.00506
H -4.12378 -0.79724 -1.03710
H -2.80562 0.35882 -1.32620
H -2.78499 -0.64673 0.13409
C 1.57632 -0.01860 -0.06556
S 2.90664 1.20125 0.03224
S 4.47656 0.15855 0.87955
H 1.96969 -1.03367 -0.03216
H 1.00082 -0.15213 0.85416
H 1.11243 0.14756 -1.01110
H 4.03226 0.25489 2.14306

SMILES string: CSS.C
Total charge: 0
E_HOMO (eV): -9.06
Frontier orbital gap (eV): 9.6

Charges in e, computed with natural (NBO), in the same order as the atoms: -0.847, 0.213, 0.214, 0.211, 0.210, -0.772, 0.089, -0.130, 0.235, 0.224, 0.233, 0.121



Stability, lowest: run b